# 1
This record from the Open Molecules 2025 dataset describes 5 unconnected molecules or ions with the total composition C35H76N3O19P5 at a distorted geometry. The level of theory is ωB97M-V/def2-TZVPD.

Values from the calculation:
- Net charge: 0
- LUMO energy: -0.0748 hartree
- Electronic energy: -127330.796 eV
- SMILES string: C#CC[C@](C#N)(OCCCC)[C@](N)(C#N)P(O)O.CCOP(=O)(OCC)OCC.CCOP(=O)(OCC)OCC.CCOP(=O)(OCC)OCC.CCOP(=O)(OCC)OCC

Atoms and positions in Å:
C: 3.5771 1.5637 -2.2910
C: 3.8642 1.1347 -1.0681
C: 4.0510 0.5740 0.4527
C: 3.1858 -0.8221 0.4904
C: 3.9830 -1.8251 -0.5352
N: 4.5401 -2.4550 -1.4349
O: 1.8710 -0.6554 -0.0797
C: 1.0778 0.3429 0.6269
C: -0.4143 0.2911 -0.0634
C: -0.8327 -1.1876 -0.5591
C: -0.4110 -1.5435 -2.0756
C: 3.2132 -1.5560 1.9387
N: 1.9723 -2.4337 1.9825
C: 3.2777 -0.5285 3.1755
N: 3.0433 0.0980 4.2049
P: 4.6922 -2.7986 1.9158
O: 6.1762 -2.0047 2.2873
O: 4.3578 -4.0505 3.0856
H: 3.0973 1.5889 -3.3478
H: 3.6768 1.3475 1.2201
H: 5.1539 0.3140 0.6625
H: 1.4394 1.4384 0.4591
H: 1.0042 0.1340 1.7665
H: -1.1484 0.6093 0.7879
H: -0.5021 1.0739 -0.9149
H: -0.3852 -1.9369 0.2154
H: -1.9940 -1.2758 -0.4717
H: -0.9699 -0.9418 -2.8841
H: -0.6309 -2.6763 -2.2213
H: 0.7251 -1.3838 -2.2532
H: 1.9954 -3.0595 1.1418
H: 1.9958 -2.9947 2.8509
H: 6.7523 -2.7160 2.6956
H: 4.0345 -3.5386 3.8863
C: 2.2022 -6.9925 -0.2104
C: 2.6062 -6.0007 -1.2835
O: 2.2686 -6.4650 -2.5810
P: 0.6662 -6.6222 -2.9630
O: 0.3910 -5.1101 -3.0046
O: 0.7919 -6.7427 -4.6142
C: -0.1992 -6.1198 -5.4258
C: 0.3985 -4.9047 -6.1119
O: 0.8853 -8.3237 -2.8848
C: 1.6836 -9.0911 -3.7825
C: 3.1600 -9.0891 -3.4359
H: 1.1137 -7.1063 -0.1720
H: 2.5482 -6.6609 0.7722
H: 2.6202 -7.9814 -0.4147
H: 2.1485 -5.0237 -1.1036
H: 3.6912 -5.8634 -1.2637
H: -1.0791 -5.8465 -4.8357
H: -0.5239 -6.8454 -6.1765
H: 0.8654 -4.2265 -5.3946
H: -0.3650 -4.3533 -6.6667
H: 1.1847 -5.2110 -6.8084
H: 1.5235 -8.8247 -4.8267
H: 1.3196 -10.1204 -3.6842
H: 3.6333 -8.1457 -3.7155
H: 3.6788 -9.8847 -3.9790
H: 3.3159 -9.2383 -2.3644
C: -0.6518 -0.1244 5.1275
C: -1.6666 -0.7337 4.1803
O: -2.9916 -0.5873 4.6658
P: -3.6193 0.9399 4.7726
O: -3.7350 1.1437 3.2526
O: -5.2281 0.5657 4.9424
C: -6.1971 1.3928 4.3050
C: -6.8073 0.6463 3.1326
O: -3.4728 0.8063 6.4783
C: -4.2182 -0.0898 7.2991
C: -3.6443 -1.4928 7.3435
H: -0.7853 0.9602 5.1994
H: 0.3664 -0.3234 4.7832
H: -0.7666 -0.5283 6.1366
H: -1.5816 -0.2936 3.1827
H: -1.4768 -1.8067 4.0832
H: -5.7570 2.3412 3.9829
H: -6.9737 1.6272 5.0381
H: -6.0407 0.2684 2.4531
H: -7.4857 1.2912 2.5682
H: -7.3663 -0.2248 3.4872
H: -5.2798 -0.1057 7.0549
H: -4.1571 0.3274 8.3108
H: -3.8656 -2.0426 6.4264
H: -4.0828 -2.0565 8.1723
H: -2.5588 -1.4734 7.4698
C: -2.9877 5.5334 -4.9495
C: -3.9366 4.3560 -4.8414
O: -3.5296 3.2768 -5.6673
P: -2.1131 2.5037 -5.3009
O: -2.6510 1.8369 -4.0236
O: -2.3038 1.1304 -6.2143
C: -1.8439 -0.1119 -5.6904
C: -3.0355 -0.9718 -5.3100
O: -1.4263 3.2531 -6.6850
C: -1.7981 2.9837 -8.0345
C: -3.0315 3.7407 -8.4876
H: -1.9950 5.2724 -4.5680
H: -3.3627 6.3857 -4.3773
H: -2.8600 5.8383 -5.9912
H: -4.0262 4.0218 -3.8041
H: -4.9331 4.6587 -5.1762
H: -1.1789 0.0413 -4.8356
H: -1.2618 -0.6113 -6.4696
H: -3.7181 -0.4415 -4.6428
H: -2.7124 -1.8927 -4.8176
H: -3.6129 -1.2354 -6.2013
H: -1.8899 1.9186 -8.2449
H: -0.9532 3.3298 -8.6410
H: -3.9424 3.2993 -8.0780
H: -3.1182 3.7081 -9.5778
H: -2.9935 4.7862 -8.1713
C: -0.8339 6.1897 2.6408
C: 0.4632 6.0075 1.8776
O: 1.5818 5.9568 2.7490
P: 1.7069 4.6729 3.7852
O: 2.0210 3.6439 2.6854
O: 3.2992 4.8293 4.2282
C: 4.0765 3.6506 4.4152
C: 5.0719 3.5160 3.2770
O: 1.3110 5.7522 5.0607
C: 2.1310 6.8281 5.5107
C: 1.9942 8.0865 4.6757
H: -1.0383 5.3228 3.2780
H: -1.6731 6.3154 1.9519
H: -0.7829 7.0632 3.2956
H: 0.4281 5.1065 1.2590
H: 0.6156 6.8595 1.2086
H: 3.4394 2.7645 4.4891
H: 4.6115 3.7463 5.3640
H: 4.5794 3.5659 2.3034
H: 5.6172 2.5709 3.3436
H: 5.7926 4.3387 3.3039
H: 3.1764 6.5447 5.6282
H: 1.7753 7.0586 6.5215
H: 2.5229 7.9928 3.7249
H: 2.4271 8.9416 5.2034
H: 0.9460 8.3052 4.4568

# 2
This record from the Open Molecules 2025 dataset describes 2 unconnected molecules or ions with the total composition C5H13O2 at a distorted geometry. The level of theory is ωB97M-V/def2-TZVPD.

Values from the calculation:
- Net charge: -1
- LUMO energy: 0.1393 hartree
- Electronic energy: -9489.806 eV
- Energy above the lowest of the compared OMol25 structures with the same formula, charge and spin: 146.86 kJ/mol

Atoms and positions in Å:
C: -1.3060 0.2536 0.0460
O: -1.8925 0.2010 1.2542
C: -0.0326 1.2336 -0.1903
C: 1.3332 0.5417 -0.3412
C: 1.8138 -0.1376 -1.7154
C: 0.6475 -0.9370 -2.2689
H: -2.0198 0.5574 -0.7600
H: -0.9868 -0.8052 -0.1320
H: -0.3486 1.7912 -1.0746
H: -0.1554 2.0806 0.5636
H: 2.0241 1.3940 -0.3715
H: 1.6465 0.0998 0.5952
H: 2.1689 0.7549 -2.2534
H: 2.5136 -0.9150 -1.3833
H: -0.0951 -0.3154 -2.7564
H: 0.9462 -1.5789 -3.1028
H: 0.1325 -1.4765 -1.4913
H: -0.1752 -0.1106 3.3015
H: -1.1626 -0.6344 2.2172
O: -0.5103 -0.9536 2.9959

# 3
This record from the Open Molecules 2025 dataset describes 2 unconnected molecules or ions with the total composition C4H15N3O at a distorted geometry. The level of theory is ωB97M-V/def2-TZVPD.

Values from the calculation:
- Net charge: 0
- LUMO energy: 0.0247 hartree
- Electronic energy: -10908.190 eV
- Energy above the lowest of the compared OMol25 structures with the same formula, charge and spin: 130.24 kJ/mol
- SMILES string: C[C@@H](N)CNCN.O

Atoms and positions in Å:
C: -0.8320 0.6840 -1.6502
C: -1.2421 -0.7213 -1.0834
N: -0.7299 -1.8147 -1.8683
C: -0.8634 -0.9912 0.3946
N: -1.0761 0.1240 1.3145
C: -0.0579 0.2722 2.3917
N: 1.3257 0.4234 2.0464
H: -0.5663 0.4408 -2.6723
H: -1.7354 1.2980 -1.7179
H: -0.0923 1.2120 -1.0584
H: -2.3295 -0.7332 -1.0031
H: 0.2194 -2.1355 -1.8132
H: -1.3408 -2.0225 -2.6330
H: -1.5178 -1.8006 0.7373
H: 0.1589 -1.3842 0.4957
H: -1.1271 1.0070 0.8134
H: -0.2581 -0.5763 3.0389
H: -0.3680 1.1986 2.8757
H: 1.7010 -0.3310 1.4695
H: 1.5902 1.3020 1.6412
O: 2.6950 1.7286 -1.0135
H: 1.8332 1.3014 -1.2179
H: 3.3104 1.2013 -1.5268

# 4
This record from the Open Molecules 2025 dataset describes 9 unconnected molecules or ions with the total composition C27H54O27 at a distorted geometry. The level of theory is ωB97M-V/def2-TZVPD.

Values from the calculation:
- Net charge: +1
- LUMO energy (alpha / beta): -0.1159 / -0.3684 hartree
- Electronic energy: -84141.399 eV
- Energy above the lowest of the compared OMol25 structures with the same formula, charge and spin: 188.49 kJ/mol
- Spin multiplicity: 2

Atoms and positions in Å:
C: -0.1547 2.3269 4.9152
O: -0.9081 2.5975 3.7990
C: -1.2524 1.5409 3.0586
O: -0.9658 0.3540 3.1106
O: -2.1226 2.0999 2.1069
C: -2.8319 1.2079 1.1924
H: -0.8568 2.1230 5.7237
H: 0.4792 3.1959 5.0915
H: 0.6015 1.5544 4.7757
H: -3.7026 0.7510 1.6627
H: -2.2474 0.3219 0.9444
H: -3.1727 1.7655 0.3200
C: 5.5547 2.9590 0.3206
O: 6.5527 3.0429 -0.6625
C: 6.4635 2.1053 -1.7525
O: 5.5936 1.2348 -1.9808
O: 7.4411 2.3598 -2.5648
C: 7.5507 1.6516 -3.8025
H: 5.8713 2.1854 1.0201
H: 4.5501 2.6785 0.0042
H: 5.4346 3.9597 0.7358
H: 7.9405 0.6376 -3.7138
H: 8.0550 2.3316 -4.4890
H: 6.5393 1.8710 -4.1448
C: -2.3332 -8.7566 -4.1570
O: -1.3826 -8.0183 -3.3458
C: -1.4943 -6.6416 -3.2823
O: -2.1460 -5.9163 -4.0075
O: -0.6223 -6.1892 -2.3295
C: -0.4125 -4.8418 -2.1241
H: -2.4343 -8.2839 -5.1339
H: -3.2461 -8.7581 -3.5613
H: -1.9441 -9.7514 -4.3739
H: -0.6850 -4.6622 -1.0841
H: -0.9529 -4.1963 -2.8165
H: 0.6615 -4.7266 -2.2704
C: -1.8477 2.1243 -3.2420
O: -3.1260 2.2464 -2.6824
C: -3.7515 3.4269 -2.7448
O: -3.4163 4.4361 -3.3681
O: -4.9534 3.2327 -2.0894
C: -6.0660 4.0918 -2.2310
H: -1.5886 2.9647 -3.8861
H: -1.7316 1.2362 -3.8632
H: -1.0847 2.1464 -2.4639
H: -5.9856 4.9452 -2.9043
H: -6.4469 4.5602 -1.3235
H: -6.8885 3.4773 -2.5971
C: 4.0637 4.1144 4.4552
O: 3.6201 2.8896 5.1327
C: 4.2423 1.6902 4.7395
O: 4.9845 1.3986 3.8513
O: 4.1292 0.8917 5.8142
C: 4.3434 -0.5429 5.6600
H: 3.2418 4.3184 3.7689
H: 5.0028 4.1010 3.9019
H: 4.2659 4.9126 5.1693
H: 4.7885 -1.0127 6.5371
H: 4.9766 -0.6894 4.7850
H: 3.4409 -1.1113 5.4353
C: -4.4703 -3.2600 -4.4508
O: -3.3189 -3.3067 -5.1950
C: -2.4169 -2.3510 -5.1550
O: -2.3290 -1.4485 -4.3137
O: -1.4709 -2.6198 -6.0236
C: -0.1458 -2.0867 -5.8237
H: -4.4065 -3.2176 -3.3635
H: -4.9302 -4.2369 -4.5999
H: -5.1381 -2.5371 -4.9194
H: 0.4991 -2.4933 -6.6028
H: 0.2698 -2.3002 -4.8389
H: -0.1418 -1.0109 -5.9987
C: 0.7113 4.6592 1.8379
O: -0.3099 5.4736 2.5355
C: 0.1459 6.4653 3.4440
O: 1.3166 6.7964 3.5868
O: -0.9336 6.8798 4.1587
C: -0.7668 7.9768 4.9611
H: 1.4386 5.3566 1.4224
H: 0.4025 4.1263 0.9386
H: 1.0841 3.8431 2.4569
H: -1.6939 8.5257 5.1266
H: -0.1875 8.6545 4.3340
H: -0.2004 7.8348 5.8815
C: -0.6188 -0.7896 -1.5605
O: 0.2373 0.2071 -1.0096
C: 1.1414 -0.2037 -0.0067
O: 1.5482 -1.3282 0.2235
O: 1.5624 0.9343 0.7183
C: 2.4276 0.8574 1.7905
H: 0.0104 -1.6271 -1.8618
H: -1.1001 -0.5667 -2.5128
H: -1.3857 -1.1541 -0.8771
H: 2.7107 1.8556 2.1245
H: 3.3527 0.5728 1.2892
H: 2.0413 0.2565 2.6138
C: -3.4942 -4.4995 -0.3567
O: -3.6533 -5.3954 0.6839
C: -2.6127 -5.7426 1.4945
O: -1.4759 -5.2822 1.4420
O: -3.0171 -6.7538 2.1490
C: -2.0950 -7.3973 3.1392
H: -4.3802 -3.9736 -0.7124
H: -3.2006 -5.1629 -1.1703
H: -2.7292 -3.7431 -0.1819
H: -2.7467 -8.2404 3.3682
H: -2.0294 -6.8417 4.0746
H: -1.1342 -7.6673 2.7009

# 5
This record from the Open Molecules 2025 dataset describes a single C3H5N3 molecule at a distorted geometry. The level of theory is ωB97M-V/def2-TZVPD.

Values from the calculation:
- Net charge: 0
- LUMO energy: 0.0419 hartree
- Electronic energy: -7660.166 eV
- Energy above the lowest of the compared OMol25 structures with the same formula, charge and spin: 220.89 kJ/mol
- SMILES string: Cc1cn[nH]n1

Atoms and positions in Å:
C: -1.6704 -0.3042 -0.0738
C: -0.2641 0.1477 0.2350
C: 0.5702 1.1396 -0.2998
N: 1.7712 0.5651 -0.4577
N: 1.7490 -0.5372 0.2440
N: 0.6029 -0.8968 0.7687
H: -1.9521 -0.9096 0.7817
H: -2.4550 0.4244 -0.3202
H: -1.5948 -0.9766 -0.9457
H: 0.5630 2.2428 -0.3632
H: 2.6802 -0.8952 0.4308

Q: Among the records above, which one has the lowest net charge?
A: C5H13O2

Q: What is the formula in the fifth record?
A: C3H5N3

Q: Which of these has the highest net charge?
A: C27H54O27